1.
Entry from the Open Molecules 2025 dataset: one molecule with the formula C5H12O2 (ωB97M-V with the def2-TZVPD basis set).

## Properties
E_tot in eV: -9474.312
Highest occupied orbital energy in eV: -10.1
Molecular weight in g mol⁻¹: 104.15
Energy above the lowest of the compared OMol25 structures with the same formula, charge and spin in kcal/mol: 19.0
2S+1: 1
Structure (SMILES): CC[C@@H](O)[C@@H](C)O
Kohn-Sham gap in Eh: 0.4012

```
19
Properties=species:S:1:pos:R:3:forces:R:3:mulliken_charge:R:1
C 2.004600 -0.090723 1.621490 0.1 -0.1 0.0 -1.0710
C 0.962792 0.801460 0.934186 -0.1 0.0 -0.1 -0.6237
C 0.423416 0.237430 -0.416711 -0.1 0.3 -0.1 0.0121
O 0.845155 -1.073343 -0.734567 0.1 -0.2 0.0 -0.6241
C -1.104568 0.278343 -0.425219 0.1 0.2 -0.2 -0.0111
C -1.681245 -0.120900 -1.773000 0.0 0.0 -0.1 -1.3144
O -1.495976 -0.653727 0.583786 -0.3 -0.1 0.0 -0.5422
H 1.889924 -1.144516 1.326163 0.0 0.4 0.2 0.2714
H 3.037375 0.185801 1.383305 -0.2 0.0 0.0 0.2990
H 1.866744 -0.024965 2.703430 0.2 0.0 -0.1 0.3153
H 0.113463 0.923207 1.622077 0.2 -0.1 -0.2 0.3176
H 1.349645 1.819593 0.748617 -0.1 -0.4 0.1 0.3653
H 0.785522 0.858429 -1.243779 0.0 -0.1 0.1 0.4842
H 0.283261 -1.685151 -0.238074 0.1 0.1 0.1 0.3916
H -1.418340 1.294438 -0.141728 -0.1 -0.1 0.0 0.3151
H -1.204187 -1.048516 -2.103042 -0.2 0.1 0.0 0.3215
H -2.767448 -0.269999 -1.714727 0.2 0.0 0.0 0.4023
H -1.490846 0.648561 -2.526539 0.0 -0.1 0.1 0.3588
H -2.399283 -0.935425 0.394339 0.2 0.0 0.1 0.3325
```
Positions in Å, forces in eV/Å.



2.
Entry from the Open Molecules 2025 dataset: C5H12O2 as an isolated structure (ωB97M-V with the def2-TZVPD basis set).

## Properties
E_tot in eV: -9469.535
Highest occupied orbital energy in eV: -8.1
Molecular weight in g mol⁻¹: 104.15
Energy above the lowest of the compared OMol25 structures with the same formula, charge and spin in kcal/mol: 129.2
2S+1: 1
Kohn-Sham gap in Eh: 0.2920

```
19
Properties=species:S:1:pos:R:3:forces:R:3:mulliken_charge:R:1
C 2.171444 0.020302 0.721866 0.0 0.0 0.1 -1.3342
C 0.978926 0.104620 -0.182853 0.1 -0.2 0.1 -0.3267
C -0.083702 -0.943629 -0.069049 0.1 0.2 -0.2 0.5265
O -0.365438 -1.181115 1.288182 -0.2 -0.2 0.1 -0.5187
C -1.306921 -0.589372 -0.905082 0.0 -0.1 -0.1 -0.6971
C -1.657216 0.866954 -0.574624 -0.2 -0.1 0.0 -0.5339
O -0.498562 1.609228 -0.772641 0.0 0.1 0.1 -0.6633
H 2.778523 0.924995 0.665871 -0.1 -0.1 0.0 0.3845
H 1.885139 -0.174498 1.754564 0.0 0.0 -0.2 0.3462
H 2.786863 -0.817347 0.350461 -0.1 0.1 0.0 0.3893
H 1.229422 0.334143 -1.214153 -0.1 0.0 0.1 0.3495
H 0.439510 1.528615 1.166371 0.0 -0.1 0.0 0.2630
H 0.412847 -1.829760 -0.520010 0.0 0.1 0.0 0.1971
H -1.109990 -1.793168 1.333156 0.1 0.1 0.1 0.3496
H -2.132985 -1.286952 -0.710294 0.1 0.1 0.0 0.3805
H -1.045966 -0.671282 -1.967245 0.0 0.0 0.1 0.3175
H -1.987784 0.913511 0.477914 0.0 0.0 -0.1 0.3126
H -2.484202 1.220832 -1.206648 0.1 -0.1 0.1 0.3817
H -0.009900 1.763924 0.364215 0.0 -0.1 -0.2 -0.1241
```
Positions in Å, forces in eV/Å.



3.
Entry from the Open Molecules 2025 dataset: a 3-piece molecular cluster, C5H12O2 overall (ωB97M-V with the def2-TZVPD basis set).

## Properties
E_tot in eV: -9471.597
Highest occupied orbital energy in eV: -8.3
Molecular weight in g mol⁻¹: 104.15
Energy above the lowest of the compared OMol25 structures with the same formula, charge and spin in kcal/mol: 81.6
2S+1: 1
Structure (SMILES): C=C/C=C/C.O.O
Kohn-Sham gap in Eh: 0.3323

```
19
Properties=species:S:1:pos:R:3:forces:R:3:mulliken_charge:R:1
C 1.641149 -1.471849 -2.491175 0.2 3.4 1.3 -0.6549
C 1.348728 -1.329115 -1.156610 0.3 -2.2 0.0 -0.3024
C 0.462024 -0.438189 -0.285607 1.2 -0.2 0.4 0.1438
C -0.155932 -0.980667 0.813978 0.3 -2.3 -3.3 -0.1963
C -1.371742 -0.414623 1.395724 -0.2 -0.3 4.1 -1.0022
H 2.264213 -2.309203 -2.779159 -0.2 0.1 -0.1 0.2975
H 1.614561 -0.540553 -3.173016 -0.5 -1.9 0.8 0.1715
H 1.742272 -2.264774 -0.612249 -1.0 1.4 -0.3 0.1838
H 0.431863 0.680892 -0.500265 -0.3 -1.9 0.2 0.3410
H -0.057092 -2.126125 1.029734 0.3 2.1 -0.6 0.1813
H -1.409242 -0.938759 2.468997 -0.7 0.9 -2.1 0.2666
H -1.154811 0.598693 1.708168 -0.5 0.5 -0.5 0.3299
H -2.366952 -0.507212 0.893262 1.1 -0.1 0.2 0.2774
O 0.084323 1.684780 -2.432450 -0.3 0.3 -2.3 -0.6296
H -0.191355 1.821916 -3.396842 0.5 -0.2 2.2 0.2993
H -0.666639 1.952232 -1.900187 -0.3 0.1 -0.1 0.3204
O -1.241786 1.808837 3.492833 0.2 2.2 1.0 -0.6420
H -1.323236 0.962420 3.924305 0.0 -0.2 0.5 0.3050
H -1.169240 2.528192 4.196326 -0.2 -1.8 -1.3 0.3101
```
Positions in Å, forces in eV/Å.



4.
Entry from the Open Molecules 2025 dataset: one molecule with the formula C5H12O2 (ωB97M-V with the def2-TZVPD basis set).

## Properties
E_tot in eV: -9474.332
Highest occupied orbital energy in eV: -10.0
Molecular weight in g mol⁻¹: 104.15
Energy above the lowest of the compared OMol25 structures with the same formula, charge and spin in kcal/mol: 18.5
2S+1: 1
Structure (SMILES): CC[C@@H](O)CCO
Kohn-Sham gap in Eh: 0.3938

```
19
Properties=species:S:1:pos:R:3:forces:R:3:mulliken_charge:R:1
C -0.750609 -2.337273 0.526818 -0.1 0.0 0.0 -1.2494
C 0.233259 -1.222089 0.195221 0.1 0.0 0.0 -0.3706
C -0.385431 -0.095245 -0.628782 0.2 -0.2 -0.1 -0.1511
O -1.469703 0.433120 0.137863 -0.2 0.2 -0.1 -0.5681
C 0.614390 1.013797 -0.995349 0.1 0.0 0.0 -0.5825
C 0.849341 2.021819 0.133985 0.0 0.2 -0.3 -0.5342
O 1.122465 1.431612 1.387431 -0.2 0.0 0.2 -0.5512
H -0.263882 -3.106877 1.134666 -0.1 0.1 -0.1 0.3759
H -1.602326 -1.943124 1.088678 0.1 -0.1 -0.1 0.2908
H -1.134651 -2.815232 -0.381786 0.0 0.1 0.1 0.3015
H 1.087068 -1.617667 -0.368334 -0.1 0.0 0.0 0.3593
H 0.648131 -0.807000 1.117200 0.0 -0.1 -0.2 0.2694
H -0.779967 -0.539010 -1.558400 0.0 0.1 0.1 0.4179
H -1.944695 1.068089 -0.413680 0.0 -0.1 0.2 0.3181
H 0.244560 1.576361 -1.865673 0.0 -0.1 0.1 0.3432
H 1.561286 0.552961 -1.300556 -0.1 0.0 0.1 0.3221
H -0.023812 2.683719 0.216949 0.1 0.0 0.0 0.2685
H 1.711767 2.650765 -0.107140 -0.1 -0.1 0.0 0.3706
H 0.282808 1.051274 1.680889 0.2 0.1 0.1 0.3698
```
Positions in Å, forces in eV/Å.



5.
Entry from the Open Molecules 2025 dataset: a 3-piece molecular cluster, C5H12O2 overall (ωB97M-V with the def2-TZVPD basis set).

## Properties
E_tot in eV: -9472.394
Highest occupied orbital energy in eV: -9.4
Molecular weight in g mol⁻¹: 104.15
Energy above the lowest of the compared OMol25 structures with the same formula, charge and spin in kcal/mol: 63.2
2S+1: 1
Structure (SMILES): C=CCC.C=O.O
Kohn-Sham gap in Eh: 0.3652

```
19
Properties=species:S:1:pos:R:3:forces:R:3:mulliken_charge:R:1
C 1.423076 -0.245677 -0.754145 -0.1 -0.8 -0.3 -0.9876
C 0.122949 -0.536549 -0.809059 0.3 -0.3 -0.4 -0.0424
C -0.538049 -1.657016 -0.085936 0.0 -0.1 0.1 -0.3717
C -1.981322 -1.424805 0.326619 -0.1 0.1 0.1 -1.0672
H 1.922449 0.146318 -1.628478 0.0 0.5 0.2 0.4572
H 2.056067 -0.553260 0.073215 0.0 -0.3 -0.2 0.2844
H -0.495210 -0.085532 -1.590213 0.2 -0.2 -0.1 0.3349
H -0.505532 -2.446808 -0.854673 -0.1 -0.1 0.3 0.2932
H 0.087879 -2.014879 0.740185 -0.1 0.1 0.0 0.3073
H -2.451464 -2.368183 0.622318 0.0 0.2 0.0 0.3412
H -2.024481 -0.706975 1.148181 -0.1 -0.1 -0.1 0.2318
H -2.555829 -1.014007 -0.512733 0.1 -0.1 0.1 0.2860
C 1.285972 2.152136 -0.489818 0.3 0.9 0.1 -0.1895
O 1.611135 2.425942 0.649775 0.2 0.2 -0.6 -0.5522
H 0.240414 2.014801 -0.802702 0.1 0.1 0.2 0.2645
H 2.035629 2.158869 -1.285649 0.0 0.1 -0.1 0.3969
O -0.477151 1.338128 1.627499 0.2 0.2 0.3 -0.6439
H 0.036021 0.807680 2.248282 -0.3 -0.1 0.0 0.2957
H 0.207446 2.009815 1.377330 -0.6 -0.4 0.3 0.3614
```
Positions in Å, forces in eV/Å.



6.
Entry from the Open Molecules 2025 dataset: a 3-piece molecular cluster, C5H12O2 overall (ωB97M-V with the def2-TZVPD basis set).

## Properties
E_tot in eV: -9469.964
Highest occupied orbital energy in eV: -9.0
Molecular weight in g mol⁻¹: 104.15
Energy above the lowest of the compared OMol25 structures with the same formula, charge and spin in kcal/mol: 119.3
2S+1: 1
Structure (SMILES): C=CCC=C.O.O
Kohn-Sham gap in Eh: 0.3424

```
19
Properties=species:S:1:pos:R:3:forces:R:3:mulliken_charge:R:1
C 0.868266 -0.382444 -1.663181 -1.9 -2.6 1.8 -0.6056
C 0.780655 0.901501 -1.364153 0.2 1.3 -0.2 -0.2899
C -0.336501 1.941658 -1.405050 -2.5 -0.2 -2.2 -0.0561
C -1.672530 1.580267 -2.231643 1.2 -3.0 1.8 -0.1663
C -2.935108 1.795641 -1.845092 3.9 1.3 2.3 -0.8271
H 1.413236 -1.106695 -0.857529 -0.2 1.7 -3.1 0.2004
H -0.002907 -0.771506 -2.225023 0.3 -0.6 0.8 0.2045
H 1.773648 1.271674 -1.246402 0.5 1.0 1.7 0.3347
H -0.000374 2.770409 -2.090288 0.0 -0.1 1.5 0.1810
H -0.779773 2.243465 -0.381766 1.5 -0.1 -1.4 0.2354
H -1.612381 0.643134 -2.848858 0.4 1.7 -0.8 0.1860
H -3.646650 1.760985 -2.526805 -3.6 -1.2 -2.8 0.3583
H -3.173999 2.226915 -0.899376 -0.1 0.8 0.5 0.2476
O -0.495836 -2.302980 3.647390 2.2 2.7 -1.8 -0.6236
H -0.944035 -3.082079 3.763214 -1.9 -3.0 0.8 0.3079
H -0.230351 -2.365582 2.702020 -0.3 0.4 0.9 0.3166
O 3.199223 -1.927842 2.847557 -2.4 0.4 1.1 -0.6239
H 2.271332 -1.979162 3.218310 1.2 1.3 0.2 0.3193
H 3.076465 -2.784718 2.487650 1.1 -1.7 -1.2 0.3007
```
Positions in Å, forces in eV/Å.



7.
Entry from the Open Molecules 2025 dataset: a 2-piece molecular cluster, C5H12O2 overall (ωB97M-V with the def2-TZVPD basis set).

## Properties
E_tot in eV: -9472.222
Highest occupied orbital energy in eV: -7.8
Molecular weight in g mol⁻¹: 104.15
Energy above the lowest of the compared OMol25 structures with the same formula, charge and spin in kcal/mol: 67.2
2S+1: 1
Structure (SMILES): C/C=C(/O)CCO.[H][H]
Kohn-Sham gap in Eh: 0.3070

```
19
Properties=species:S:1:pos:R:3:forces:R:3:mulliken_charge:R:1
C -1.885850 1.732259 -0.127673 0.1 0.0 0.0 -1.1886
C -1.677433 0.267179 -0.419658 0.0 -0.3 0.2 -0.3990
C -0.607937 -0.481138 -0.122184 -0.4 0.3 -0.3 0.2228
O -0.671429 -1.830318 -0.194086 0.2 -0.2 -0.3 -0.5895
C 0.643656 0.153928 0.436336 -0.5 0.2 0.7 -0.4601
C 1.905510 -0.629058 0.859064 -0.1 0.3 0.2 -0.4253
O 1.937295 -1.987681 0.411181 0.0 -0.2 0.1 -0.5755
H -2.104816 2.327712 -1.024010 0.1 -0.2 0.1 0.3303
H -2.751860 1.849296 0.539221 0.1 0.0 -0.1 0.3072
H -1.037255 2.210712 0.374851 -0.1 -0.2 -0.1 0.3190
H -2.509651 -0.274467 -0.854472 -0.1 0.0 0.1 0.3993
H 0.229294 -2.182085 -0.084285 -0.1 0.0 0.0 0.4316
H 0.100090 0.457944 1.341970 1.0 0.7 0.3 0.2971
H 0.932891 1.049055 -0.128997 -0.2 -0.3 0.1 0.4166
H 1.932743 -0.605263 1.951665 0.1 -0.1 -0.1 0.3312
H 2.818256 -0.126807 0.506316 -0.3 0.0 0.0 0.2489
H 2.320091 -2.522689 1.117166 -0.1 0.0 -0.3 0.3176
H -0.153557 0.357677 -2.305789 0.2 0.0 -0.2 -0.0266
H 0.579961 0.233746 -2.276616 0.1 0.1 -0.4 0.0430
```
Positions in Å, forces in eV/Å.



8.
Entry from the Open Molecules 2025 dataset: one molecule with the formula C5H12O2 (ωB97M-V with the def2-TZVPD basis set).

## Properties
E_tot in eV: -9474.474
Highest occupied orbital energy in eV: -10.1
Molecular weight in g mol⁻¹: 104.15
Energy above the lowest of the compared OMol25 structures with the same formula, charge and spin in kcal/mol: 15.3
2S+1: 1
Structure (SMILES): CC[C@@H](O)[C@@H](C)O
Kohn-Sham gap in Eh: 0.4031

```
19
Properties=species:S:1:pos:R:3:forces:R:3:mulliken_charge:R:1
C 2.312838 0.479747 1.095124 0.1 0.0 0.0 -1.3098
C 1.019333 0.726345 0.326796 -0.1 0.1 0.0 -0.5555
C 0.207883 -0.550476 0.165337 0.1 0.1 -0.1 0.3730
O 0.119823 -1.159934 1.449518 0.0 -0.3 0.1 -0.5937
C -1.219889 -0.351546 -0.348346 0.1 0.3 0.3 0.1397
C -1.488490 0.788494 -1.318335 0.1 0.0 0.0 -1.4180
O -1.592081 -1.614760 -0.895421 -0.3 -0.1 0.0 -0.5419
H 2.086112 0.104076 2.094638 0.1 0.1 -0.1 0.3140
H 2.930259 -0.272337 0.590253 -0.1 0.1 0.1 0.3067
H 2.898018 1.399727 1.188469 -0.1 -0.1 0.0 0.3832
H 0.415229 1.478543 0.848965 0.0 -0.1 0.0 0.3732
H 1.242200 1.134385 -0.666802 -0.1 -0.1 0.1 0.3214
H 0.736515 -1.231890 -0.517767 -0.1 0.1 0.0 0.2372
H -0.407729 -1.962929 1.348575 0.1 0.1 0.0 0.3438
H -1.787538 -0.168353 0.575522 -0.1 0.1 -0.2 0.2170
H -0.944414 0.664759 -2.258048 0.0 0.0 0.1 0.3262
H -2.560354 0.823382 -1.547031 0.1 0.0 0.0 0.4367
H -1.220804 1.751413 -0.871158 0.0 -0.2 -0.1 0.3155
H -2.540140 -1.598434 -1.074304 0.1 -0.1 0.0 0.3313
```
Positions in Å, forces in eV/Å.



9.
Entry from the Open Molecules 2025 dataset: a 2-piece molecular cluster, C5H12O2 overall (ωB97M-V with the def2-TZVPD basis set).

## Properties
E_tot in eV: -9471.753
Highest occupied orbital energy in eV: -8.5
Molecular weight in g mol⁻¹: 104.15
Energy above the lowest of the compared OMol25 structures with the same formula, charge and spin in kcal/mol: 78.0
2S+1: 1
Structure (SMILES): CC/C=C/CO.O
Kohn-Sham gap in Eh: 0.3318

```
19
Properties=species:S:1:pos:R:3:forces:R:3:mulliken_charge:R:1
C 0.052791 1.861681 2.370469 -0.7 0.7 -1.1 -1.4832
C 0.654891 1.729544 0.995846 -1.3 0.9 -0.5 -0.1525
C 0.768576 0.339134 0.505697 0.9 -2.3 -2.1 -0.1025
C 1.406096 0.134158 -0.713296 -2.2 -1.0 4.2 -0.6088
C 1.042507 -0.985249 -1.670000 1.7 -0.4 -2.2 -0.2573
O 0.512812 -2.325016 -1.381064 0.6 1.8 0.6 -0.4974
H 0.071162 2.798043 2.881799 -0.1 1.2 -0.3 0.3935
H 0.550498 1.269189 3.029615 1.8 -2.1 1.8 0.4251
H -0.937341 1.473056 2.401229 -1.1 -0.1 -0.2 0.3112
H 1.631276 2.081280 0.950100 2.0 1.1 0.4 0.3210
H 0.147013 2.373897 0.206904 0.1 -0.9 1.1 0.2716
H 0.422037 -0.564515 1.119031 -0.3 1.5 -1.2 0.3317
H 2.150787 0.895110 -0.938206 -0.5 0.0 -1.1 0.3502
H 2.074959 -1.244910 -2.189780 -2.5 0.5 0.3 0.2176
H 0.277635 -0.399773 -2.323923 1.5 -1.4 0.3 0.1810
H -0.392454 -2.280522 -1.048617 0.1 0.3 0.0 0.3008
O -3.352739 -0.694010 -0.303878 0.4 2.7 1.3 -0.6501
H -3.684976 -1.027317 0.553190 0.2 0.2 -0.6 0.3196
H -3.140341 0.303046 -0.094105 -0.6 -3.0 -0.7 0.3285
```
Positions in Å, forces in eV/Å.



10.
Entry from the Open Molecules 2025 dataset: a 2-piece molecular cluster, C5H12O2 overall (ωB97M-V with the def2-TZVPD basis set).

## Properties
E_tot in eV: -9473.880
Highest occupied orbital energy in eV: -10.1
Molecular weight in g mol⁻¹: 104.15
Energy above the lowest of the compared OMol25 structures with the same formula, charge and spin in kcal/mol: 28.9
2S+1: 1
Structure (SMILES): C[C@@H](O)CC=O.C
Kohn-Sham gap in Eh: 0.3975

```
19
Properties=species:S:1:pos:R:3:forces:R:3:mulliken_charge:R:1
C 0.801140 -1.704500 -1.725581 0.0 0.0 0.0 -1.2737
C 0.667199 -1.574562 -0.201357 -0.2 -0.2 -0.1 0.0313
O 1.913577 -1.229675 0.364549 0.1 0.1 -0.1 -0.5617
C -0.384504 -0.539635 0.271630 0.0 0.0 0.0 -0.4528
C -0.197098 0.638936 -0.632873 0.4 0.2 -0.1 -0.1045
O 0.829865 1.286963 -0.649476 -0.5 -0.2 -0.1 -0.4801
H 1.240831 -0.796990 -2.156973 -0.1 -0.2 0.1 0.3477
H 1.482724 -2.528419 -1.951197 -0.1 0.1 0.0 0.3510
H -0.156896 -1.888620 -2.228070 0.1 0.0 0.2 0.3205
H 0.384556 -2.541602 0.221600 0.1 0.0 0.0 0.4041
H 2.065140 -0.299341 0.125161 0.1 -0.2 0.1 0.4179
H -0.129427 -0.290024 1.307910 0.0 0.0 -0.3 0.3101
H -1.416363 -0.906090 0.249444 0.2 0.0 -0.2 0.3260
H -0.990600 0.820038 -1.383268 0.0 0.2 0.1 0.3074
C -1.226220 2.308003 1.678357 0.0 0.1 0.1 -0.9517
H -1.046065 3.031226 2.471569 -0.2 0.0 0.0 0.3438
H -1.867813 2.747031 0.909859 0.1 0.0 0.1 0.2411
H -1.704191 1.414730 2.088646 0.1 0.2 0.0 0.2336
H -0.265856 2.052529 1.240069 -0.1 0.1 0.2 0.1900
```
Positions in Å, forces in eV/Å.